The following is a quantum chemistry calculation of C5H11O3 as an isolated structure in a non-equilibrium geometry, from the OMol25 dataset.

Element x y z (Å)
C  1.7602  -1.0193  -1.6652
C  2.5682  0.4103  -1.5030
O  0.4974  -0.8023  -1.1893
H  1.5940  -1.1246  -2.7888
H  2.3063  -1.7609  -1.1016
H  3.5429  0.5050  -1.8068
H  0.3649  -0.6171  -0.0299
H  2.4218  0.4972  -0.4522
H  1.8704  1.1626  -2.2042
C  -1.9118  -0.2125  0.9611
C  -2.4247  1.2845  1.0604
C  -0.7091  -0.4478  1.9627
O  -0.7258  -0.7760  3.1833
O  0.4034  -0.5425  1.2509
H  -2.6550  -0.9372  1.3678
H  -1.5567  -0.3068  -0.1242
H  -2.3680  1.5404  2.0875
H  -3.3219  1.4445  0.5790
H  -1.6565  1.7024  0.4126

Calculated values
Energy (eV): -11505.67627
HOMO energy (eV): -4.7
Spin multiplicity: 1
Energy above the lowest of the compared OMol25 structures with the same formula, charge and spin (eV): 2.391
Net charge: -1
Kohn-Sham gap (eV): 8.7

Atomic partial charges in e from the natural (NBO) method, atoms 1 to 4: atom 1 (C): -0.0250, atom 2 (C): -0.6463, atom 3 (O): -0.8586, atom 4 (H): 0.1338


The following is a quantum chemistry calculation of a 2-piece molecular cluster, C5H11O3 overall in a non-equilibrium geometry, from the OMol25 dataset.

Element x y z (Å)
O  1.9126  -1.6167  1.0782
C  1.9090  -0.7628  0.2213
C  1.0407  -0.8060  -1.0159
C  -0.4321  -0.7691  -0.6176
C  -0.7580  0.5631  0.0581
C  -0.8522  1.7600  -0.9574
O  -0.5618  2.9363  -0.3488
H  2.5617  0.1235  0.3374
H  1.3007  -1.7017  -1.5873
H  1.2842  0.0704  -1.6036
H  -0.6977  -1.6525  -0.0246
H  -1.0732  -0.8794  -1.5008
H  -1.7510  0.6110  0.5161
H  -0.0360  0.9307  0.7819
H  -0.1959  1.6004  -1.8638
H  -1.8634  1.7842  -1.4280
H  -1.1476  -0.4618  2.1740
H  0.1459  -0.9386  2.7712
O  -0.7859  -0.7912  3.0097

Calculated values
Energy (eV): -11505.10707
HOMO energy (eV): -2.5
Spin multiplicity: 1
Energy above the lowest of the compared OMol25 structures with the same formula, charge and spin (eV): 2.960
Net charge: -1
Kohn-Sham gap (eV): 6.1

Atomic partial charges in e from the natural (NBO) method, atoms 1 to 4: atom 1 (O): -0.5717, atom 2 (C): 0.4655, atom 3 (C): -0.5200, atom 4 (C): -0.4010